The following is a quantum chemistry calculation of C7H10O in the gas phase in a non-equilibrium geometry, from OMol25.

Geometry as XYZ:
```
18
Properties=species:S:1:pos:R:3:forces:R:3:lowdin_charge:R:1
C 1.87422 0.21355 -0.27757 1.55 -0.77 -0.22 -0.0698
C 1.04262 1.26074 -0.37163 -0.26 1.04 0.81 -0.0354
C -0.38167 1.10846 0.32800 0.28 0.17 -0.96 -0.3174
C -1.68958 0.62706 -0.42148 0.99 -1.34 -0.89 -0.0790
C -1.61103 -0.94783 -0.25655 -1.60 -0.72 -0.24 -0.1117
C -0.14308 -0.92860 -0.02218 1.49 0.48 0.92 -0.3198
C 1.33025 -1.28760 -0.01123 0.69 -0.27 -2.22 -0.0832
O -0.15496 0.01328 1.15529 -0.38 -0.59 -1.01 -0.0866
H 2.99240 0.35846 -0.37899 -1.46 -0.28 -0.11 0.1137
H 1.40315 2.30060 -0.58060 -0.24 -1.17 0.08 0.1110
H -0.60598 1.99187 0.87837 0.03 0.87 0.59 0.1271
H -2.54855 0.97692 0.07435 -1.10 0.80 0.41 0.0886
H -1.71502 0.78922 -1.50451 -0.04 0.58 0.26 0.1166
H -2.14505 -1.27117 0.61244 -0.42 -0.20 0.61 0.0935
H -2.07317 -1.49702 -1.11037 0.87 0.45 0.30 0.1253
H 0.04716 -0.35907 -0.93088 -0.27 -0.02 -0.16 0.0896
H 1.82860 -1.72251 0.84437 -0.24 -0.19 0.33 0.0949
H 1.52584 -1.94830 -0.95072 0.12 1.16 1.52 0.1427
```
Forces are in eV/Å.

Results
Total charge: 0
HOMO level (eV): -9.02
E_tot (eV): -9463.869

=====

The following is a quantum chemistry calculation of C7H10O in the gas phase in a non-equilibrium geometry, from OMol25.

Geometry as XYZ:
```
18
Properties=species:S:1:pos:R:3:forces:R:3:lowdin_charge:R:1
C -2.55222 -0.09333 -0.28270 2.12 3.07 0.65 0.0385
C -1.23475 0.05342 0.20170 -4.95 0.14 -1.43 -0.3060
C -0.54543 1.45348 0.01989 2.47 -1.35 -0.17 -0.1222
C 1.04842 1.47712 0.32998 1.91 0.56 0.58 -0.1788
C 1.87346 0.23166 -0.38053 -3.55 2.19 -2.30 -0.0909
C 0.76542 -0.79160 -0.54745 -0.41 1.57 1.12 -0.3084
O 0.60310 -1.96593 0.13346 -1.53 -1.07 0.24 0.0491
C -0.21098 -0.89133 0.67076 2.89 2.25 0.53 -0.1616
H -3.06900 0.87184 -0.77419 1.29 -2.28 1.27 0.0973
H -3.22659 -0.90589 -0.07536 0.34 -0.50 -0.25 0.0307
H -1.06306 2.34216 0.46345 0.35 -0.95 -0.90 0.1268
H -0.34186 1.36330 -1.06685 -1.25 1.41 0.09 0.1116
H 1.45542 1.49756 1.38565 -1.22 -0.14 -0.70 0.0998
H 1.48904 2.45918 -0.05939 -0.88 -1.24 0.18 0.1065
H 2.57584 -0.23906 0.22211 1.91 -0.08 0.97 0.0843
H 2.17532 0.65761 -1.42629 0.12 -1.27 1.97 0.1399
H 0.07833 -0.62422 -1.35229 0.37 -0.66 -1.19 0.1327
H 0.23824 -0.33154 1.54569 0.03 -1.65 -0.65 0.1507
```
Forces are in eV/Å.

Results
Total charge: 0
HOMO level (eV): -8.48
E_tot (eV): -9462.942

=====

The following is a quantum chemistry calculation of a molecular structure, C7H10O in a non-equilibrium geometry, from OMol25.

Geometry as XYZ:
```
18
Properties=species:S:1:pos:R:3:forces:R:3:lowdin_charge:R:1
C -0.78915 -0.46653 -0.03096 -2.30 -0.30 -1.12 -0.3485
C 0.49849 -0.01694 -0.54389 -0.05 4.40 0.15 -0.2091
C 1.33769 -0.65884 -1.49435 4.77 -3.73 -4.23 -0.1822
C 1.15083 -1.67248 -2.39297 -2.88 -0.72 1.98 -0.0174
C 0.20082 -0.17129 0.99218 2.34 -7.72 -4.91 -0.2773
C 0.07405 0.73939 1.93037 0.69 9.10 6.40 -0.1641
C -0.09939 2.10546 1.57298 -1.62 -4.37 0.43 0.0476
H -2.61436 -0.45257 0.84449 2.56 3.72 -3.94 0.2864
H -0.92850 -1.50915 -0.24588 -0.32 -0.46 -0.04 0.1356
H 0.75664 1.03578 -0.71681 -1.19 0.17 0.21 0.1504
H 2.46289 -0.50043 -1.79916 -1.91 1.77 1.73 0.1304
H 1.78508 -1.94862 -3.28033 -0.53 0.36 1.50 0.0676
H 0.23305 -2.31103 -2.11932 1.07 0.70 -1.43 0.0667
H 0.77310 -1.08661 1.03557 -0.05 -0.42 2.12 0.1504
H 0.19145 0.55166 3.08197 0.43 -0.12 -2.42 0.1411
H -0.00565 2.90380 2.29941 -0.47 -0.04 -0.19 0.0413
H -0.79655 2.04057 0.69133 1.42 1.56 0.30 0.0697
O -2.01215 0.26550 0.00107 -1.94 -3.87 3.45 -0.0886
```
Forces are in eV/Å.

Results
Total charge: 0
HOMO level (eV): -8.33
E_tot (eV): -9461.145

=====

The following is a quantum chemistry calculation of 2 unconnected molecules or ions with the total composition C7H10O in a non-equilibrium geometry, from OMol25.

Geometry as XYZ:
```
18
Properties=species:S:1:pos:R:3:forces:R:3:lowdin_charge:R:1
C 1.26508 -1.21306 -1.66122 1.37 1.07 -0.55 0.1344
C 0.66812 -0.13992 -1.05937 2.55 0.31 -0.50 -0.1266
C 1.97449 0.03086 -1.74048 -2.87 -1.86 1.25 -0.3793
C -0.37768 1.82753 0.07929 0.82 0.50 -0.08 -0.0446
C 0.20708 -0.89196 2.47522 -0.69 0.25 -0.34 0.1185
C -1.60429 -0.46461 -0.40570 2.93 -1.05 -3.79 -0.0546
C -0.31734 0.37252 -0.24979 -0.91 -1.01 -1.21 -0.2820
O 2.94474 0.66963 -1.95190 1.57 1.19 -0.65 0.0824
H 1.51482 -2.24628 -1.77583 -0.68 -0.64 0.17 0.0958
H 0.26749 2.20642 0.92596 -1.12 -0.73 -0.44 0.1047
H -0.09197 2.52437 -0.73357 0.25 -0.82 -0.12 0.0973
H -1.42855 1.97663 0.13325 -0.92 0.89 1.13 0.0592
H 0.71749 -1.78322 2.69090 0.66 -0.95 0.18 -0.0261
H -0.84619 -0.96535 2.27478 -0.11 0.24 0.05 -0.0148
H 0.72683 0.03329 2.51344 0.13 0.57 0.06 -0.0173
H -2.14108 -0.26878 0.41315 -2.65 0.04 3.12 0.0059
H -1.32646 -1.60852 -0.60896 -0.84 2.61 0.71 0.1347
H -2.15258 -0.05953 -1.31917 0.50 -0.60 1.02 0.1124
```
Forces are in eV/Å.

Results
Total charge: 0
HOMO level (alpha / beta) (eV): -8.53 / -8.11
E_tot (eV): -9461.952

=====

The following is a quantum chemistry calculation of C7H10O in the gas phase in a non-equilibrium geometry, from OMol25.

Geometry as XYZ:
```
18
Properties=species:S:1:pos:R:3:forces:R:3:lowdin_charge:R:1
O -3.11381 -0.31360 0.15267 0.88 0.05 1.92 -0.0905
C -2.14820 0.71399 -0.00572 2.45 -1.28 1.09 -0.1950
C -0.76128 -0.03518 -0.27726 -5.59 11.94 0.86 -0.3118
C -0.37396 -1.18066 -0.25890 2.71 -10.05 -0.50 -0.0884
C 1.12635 -1.14644 -0.22269 2.91 -5.07 -1.85 -0.2824
C 2.01061 -0.12778 0.48426 -3.11 -0.15 0.67 -0.2041
C 1.50221 1.19243 -0.10359 -0.87 0.13 1.38 -0.0786
C 0.14202 1.11077 -0.20533 3.58 2.42 -3.10 -0.1551
H -2.63205 -0.95304 0.76219 -1.27 0.88 -1.09 0.1057
H -1.62722 1.38559 1.01118 -2.72 -1.62 -2.43 0.1927
H -2.48323 1.39724 -0.82161 0.43 -0.44 0.82 0.1232
H -0.97254 -2.25479 -0.29731 1.53 3.17 0.09 0.1886
H 1.76640 -1.17336 -1.22485 -2.39 -0.28 0.80 0.1476
H 1.38510 -2.18919 0.18204 0.16 1.32 -0.23 0.1196
H 2.93396 -0.66792 0.11325 0.04 1.74 2.14 0.1275
H 1.37901 -0.04866 1.50658 3.17 -0.65 -0.85 0.1661
H 1.96826 2.25207 -0.07523 -0.43 -2.19 -0.25 0.1294
H -0.10162 2.03854 -0.71968 -1.48 0.09 0.51 0.1056
```
Forces are in eV/Å.

Results
Total charge: 0
HOMO level (eV): -8.82
E_tot (eV): -9462.250

=====

The following is a quantum chemistry calculation of a molecular structure, C7H10O in a non-equilibrium geometry, from OMol25.

Geometry as XYZ:
```
18
Properties=species:S:1:pos:R:3:forces:R:3:lowdin_charge:R:1
C -2.06905 0.31809 0.10901 3.16 -2.49 1.34 -0.2722
C -2.62196 1.36854 -0.26066 -0.88 1.49 -0.69 0.1449
C -1.47481 -0.85820 0.98001 -1.97 1.06 1.44 -0.0115
C -0.63145 -0.35547 -0.04398 -0.54 -1.64 -3.71 -0.2645
C 1.81438 -0.66747 0.34006 -2.26 -2.00 0.38 -0.0370
C 0.78752 1.56064 -0.64240 -0.44 1.31 -1.39 -0.0680
C 0.60571 0.34595 0.28228 1.51 1.33 0.43 -0.3923
O -0.40990 -1.25036 -1.59997 -0.57 2.23 4.26 -0.0682
H -1.40960 -0.66528 2.10536 0.51 -0.01 -1.83 0.1594
H -2.13966 -1.63649 0.77713 -0.49 -1.72 -0.28 0.0919
H 1.36771 -1.70851 0.03742 1.05 1.79 0.52 0.1043
H 2.10128 -0.76755 1.41503 0.41 0.15 -1.11 0.0802
H 2.60320 -0.46320 -0.37697 0.13 0.26 0.33 0.0696
H 1.35556 2.45698 -0.20460 -0.57 -1.61 -0.52 0.0983
H -0.26229 1.95115 -0.88396 1.52 -0.32 0.35 0.0668
H 1.22507 1.27329 -1.66546 -0.42 0.34 1.62 0.1034
H 0.45216 0.71723 1.33813 0.03 -0.19 -1.05 0.1550
H -1.29387 -1.61935 -1.70644 -0.17 0.02 -0.09 0.0398
```
Forces are in eV/Å.

Results
Total charge: 0
HOMO level (eV): -10.25
E_tot (eV): -9461.440

=====

- What is the total charge in the fourth record?
  0

=====

- Number 2 is which compound?
  C7H10O